# 1
ORCA calculation (ωB97M-V/def2-TZVPD) on a molecular structure, C35H52CoOP4Se at a distorted geometry.

Geometry (Å):
1 Co -0.04387 0.85923 -0.08424
2 P 1.40989 -0.50348 -0.88063
3 P 0.85468 1.53458 1.63181
4 P -1.70954 0.57616 -1.30899
5 H -1.05092 4.65208 1.05201
6 C -2.00135 4.12286 0.96414
7 C -2.18468 2.79833 1.04297
8 H -1.39940 2.03772 0.75000
9 C 2.55080 0.16018 -2.15061
10 C 2.66930 -1.34117 0.16533
11 C 0.81659 -1.98697 -1.81764
12 C 0.15586 2.85912 2.70744
13 C 0.88621 0.11523 2.77641
14 C 2.58515 2.15663 1.62812
15 C -3.21565 1.65915 -1.26925
16 C -2.42055 -1.04090 -0.75310
17 C -1.49692 0.53765 -3.14828
18 H -2.89195 4.77887 0.95383
19 H -3.11423 2.38339 1.44641
20 H 3.14665 -0.69542 -2.49775
21 H 3.19596 0.92033 -1.68231
22 H 1.97037 0.59006 -2.97472
23 H 3.34180 -1.93363 -0.47213
24 H 2.14835 -2.02198 0.84394
25 H 3.26696 -0.61186 0.72497
26 H 1.68208 -2.51425 -2.24388
27 H 0.13885 -1.69154 -2.62691
28 H 0.30915 -2.65011 -1.10860
29 H 0.80491 2.99497 3.58154
30 H -0.86209 2.57251 2.99872
31 H 0.09525 3.80328 2.14763
32 H 1.90708 -0.14686 2.97862
33 H 0.40293 -0.77807 2.38904
34 H 0.37906 0.37537 3.70204
35 H 2.79906 2.58610 2.61848
36 H 2.65690 2.93745 0.86175
37 H 3.29888 1.35633 1.40679
38 H -3.79832 1.42484 -2.16502
39 H -2.91393 2.71645 -1.28772
40 H -3.81527 1.45415 -0.38437
41 H -2.74730 -1.65220 -1.60860
42 H -3.28807 -0.83331 -0.10143
43 H -1.70305 -1.63453 -0.16444
44 H -2.48332 0.63549 -3.62524
45 H -1.00202 -0.37102 -3.49971
46 H -0.88956 1.40099 -3.45167
47 C 0.72178 5.25253 -2.66108
48 C -0.35698 5.14163 -1.75544
49 C -1.48597 5.94549 -1.92903
50 C -1.57017 6.79794 -3.04355
51 C -0.58193 6.71898 -4.04259
52 C 0.55077 5.92046 -3.88441
53 Se 2.46118 4.54926 -2.35800
54 H 2.47451 5.09298 -0.97273
55 H -0.32876 4.45656 -0.90958
56 H -2.29683 5.91936 -1.19499
57 H -2.40863 7.48851 -3.11482
58 H -0.71721 7.28339 -4.96236
59 H 1.29794 5.83025 -4.68318
60 O -0.00845 -2.95280 1.08114
61 P -0.78940 -3.84122 2.01522
62 C -0.89009 -3.11801 3.64659
63 C -0.07276 -3.60269 4.68517
64 C -0.05888 -2.95553 5.93035
65 C -0.86142 -1.82699 6.14797
66 C -1.68763 -1.35531 5.12429
67 C -1.68867 -1.98271 3.86998
68 C -2.45252 -4.09432 1.38247
69 C -3.60062 -3.82487 2.13352
70 C -4.86192 -3.86339 1.53580
71 C -4.99242 -4.23869 0.19894
72 C -3.85322 -4.59577 -0.53380
73 C -2.58353 -4.52169 0.04849
74 C -0.05489 -5.47232 2.16172
75 C -0.70360 -6.44707 2.93472
76 C -0.14346 -7.72270 3.04010
77 C 1.04502 -8.03799 2.37066
78 C 1.66502 -7.06482 1.57545
79 C 1.11998 -5.78140 1.45736
80 H 0.53147 -4.48675 4.53185
81 H 0.58127 -3.33594 6.72409
82 H -0.83501 -1.31397 7.10826
83 H -2.33499 -0.49168 5.28621
84 H -2.32608 -1.59702 3.06878
85 H -3.51342 -3.56891 3.18869
86 H -5.74412 -3.58816 2.12265
87 H -5.97513 -4.25615 -0.27647
88 H -3.94318 -4.92583 -1.56602
89 H -1.69199 -4.78348 -0.52937
90 H -1.63855 -6.20628 3.44516
91 H -0.64779 -8.47022 3.65261
92 H 1.47365 -9.03775 2.46333
93 H 2.58267 -7.31427 1.04207
94 H 1.59815 -5.03134 0.82401

Summary:
molecular weight: 750.59 g mol⁻¹
total charge: +3
multiplicity: 5
HOMO-LUMO gap (spin up / spin down): 6.4 / 2.6 eV
E_HOMO (spin up / spin down): -0.5421 / -0.5421 Eh
expectation value of S²: 6.0353

Here are the Mulliken charges for atoms 1 to 6, given in e: number 1, Co, carries -0.725; number 2, P, carries 0.477; number 3, P, carries 1.390; number 4, P, carries 1.268; number 5, H, carries 0.321; number 6, C, carries -0.876

---

# 2
ORCA calculation (ωB97M-V/def2-TZVPD) on 5 unconnected molecules or ions with the total composition C21H38N2O5 at a distorted geometry.

Geometry (Å):
1 C 1.04344 3.25092 2.55569
2 O 0.84139 2.34909 1.49389
3 C 0.78514 2.91648 0.20087
4 C 1.57539 2.02785 -0.75013
5 C 3.00026 2.51112 -1.06098
6 C 4.21657 1.66582 -0.61085
7 C 3.97046 0.28796 -0.02855
8 C 3.34087 0.30316 1.26247
9 N 2.91912 0.34490 2.34436
10 C 3.29521 -0.66647 -1.04805
11 C 2.16186 -1.37603 -0.52326
12 N 1.09527 -1.64244 -0.13368
13 H 0.37042 3.01346 3.36310
14 H 2.04990 3.14737 2.94159
15 H 0.87933 4.28197 2.27335
16 H -0.24641 2.89384 -0.11635
17 H 1.13860 3.93900 0.17411
18 H 1.48860 1.02791 -0.35645
19 H 1.01378 2.03405 -1.67454
20 H 3.10731 3.49734 -0.64474
21 H 3.08327 2.65561 -2.12355
22 H 4.79701 2.21784 0.10643
23 H 4.86032 1.51670 -1.46161
24 H 4.93683 -0.14150 0.17834
25 H 2.96681 -0.08264 -1.89259
26 H 4.00958 -1.38175 -1.41454
27 C 2.23207 -6.62122 -2.61597
28 C 3.21208 -5.50373 -2.87505
29 C 2.95754 -4.19635 -2.16329
30 O 4.15483 -5.64397 -3.61499
31 H 2.52677 -7.49962 -3.18403
32 H 2.21975 -6.86925 -1.55379
33 H 1.22944 -6.31770 -2.92027
34 H 2.97451 -4.34769 -1.08297
35 H 1.98505 -3.79509 -2.45139
36 H 3.73365 -3.48508 -2.43803
37 C -1.47924 -3.14993 1.44262
38 C -2.77794 -3.85761 1.73435
39 C -4.00620 -2.99067 1.88787
40 O -2.84013 -5.05924 1.83948
41 H -0.67867 -3.87932 1.35620
42 H -1.55371 -2.59535 0.50723
43 H -1.24055 -2.45386 2.24780
44 H -4.18320 -2.42786 0.96979
45 H -3.86775 -2.29020 2.71261
46 H -4.87035 -3.61761 2.09352
47 C -2.06653 1.64531 -2.91359
48 C -2.29813 1.11544 -1.51932
49 C -2.45972 -0.37659 -1.37000
50 O -2.34711 1.85135 -0.56273
51 H -1.96466 2.72746 -2.87921
52 H -1.15559 1.21282 -3.33059
53 H -2.90872 1.38608 -3.55642
54 H -1.56208 -0.88693 -1.72304
55 H -3.31767 -0.71999 -1.95037
56 H -2.61555 -0.61964 -0.32165
57 C -5.16996 4.36144 2.46105
58 C -3.77663 4.19022 3.02003
59 C -2.87873 3.20634 2.31501
60 O -3.40602 4.81671 3.98428
61 H -5.71199 5.09428 3.05384
62 H -5.11713 4.70528 1.42709
63 H -5.70379 3.41060 2.49205
64 H -2.73480 3.50327 1.27695
65 H -3.32088 2.20992 2.33841
66 H -1.91259 3.17641 2.81216

Summary:
molecular weight: 398.54 g mol⁻¹
total charge: 0
energy above the lowest of the compared OMol25 structures with the same formula, charge and spin: 1.390 eV
HOMO-LUMO gap: 9.5 eV
structure (SMILES): COCCCC[C@@H](C#N)CC#N.CC(C)=O.CC(C)=O.CC(C)=O.CC(C)=O
E_HOMO: -0.3418 Eh

Here are the natural (NBO) charges for atoms 1 to 6, given in e: number 1, C, carries -0.242; number 2, O, carries -0.549; number 3, C, carries -0.055; number 4, C, carries -0.430; number 5, C, carries -0.418; number 6, C, carries -0.375

---

# 3
ORCA calculation (ωB97M-V/def2-TZVPD) on 6 unconnected molecules or ions with the total composition C5H23NO6S at a distorted geometry.

Geometry (Å):
1 C 2.17234 -0.87298 -1.10590
2 N 1.10006 -0.55755 -2.13520
3 C -0.28604 -0.90515 -1.57070
4 C -0.31029 -2.39636 -0.93153
5 S -1.97781 -3.15675 -0.89706
6 C -0.64616 0.06205 -0.45426
7 O -1.06157 1.33686 -1.11099
8 C 3.02003 -2.07379 -1.53614
9 H 1.70477 -0.96169 -0.16711
10 H 2.82642 0.08119 -1.08440
11 H 1.29813 -1.07709 -2.91248
12 H -0.93780 -0.91609 -2.49068
13 H 0.32265 -3.26463 -1.39373
14 H 0.08162 -2.32570 0.18914
15 H -2.14569 -2.91566 0.48830
16 H 0.16741 0.35058 0.20596
17 H -1.61593 -0.20089 0.22438
18 H -0.79304 1.31752 -2.15845
19 H 4.09305 -2.14277 -1.23650
20 H 2.45858 -3.14582 -1.31469
21 H 2.88290 -2.25885 -2.67612
22 H 1.09487 -0.11638 2.39190
23 H 2.71402 0.08426 1.84006
24 O 1.84384 0.35076 2.39694
25 H -1.84903 2.96379 2.66617
26 H -0.40670 3.36308 3.11366
27 O -1.27624 2.87215 3.45947
28 H -0.57378 0.42456 2.52552
29 H -0.83115 -0.76488 3.23734
30 O -0.76259 -0.47160 2.32265
31 H 0.12388 4.37161 1.75914
32 H -0.25991 3.31967 0.69515
33 O 0.11502 3.38544 1.56489
34 H -0.06392 2.65249 -0.94855
35 H 0.51924 4.02048 -0.79588
36 O -0.17912 3.61008 -1.04142

Summary:
molecular weight: 225.31 g mol⁻¹
total charge: +1
multiplicity: 2
energy above the lowest of the compared OMol25 structures with the same formula, charge and spin: 2.454 eV
HOMO-LUMO gap (spin up / spin down): 9.5 / 4.0 eV
E_HOMO (spin up / spin down): -0.4649 / -0.4649 Eh
expectation value of S²: 0.7597

Here are the natural (NBO) charges for atoms 1 to 6, given in e: number 1, C, carries -0.284; number 2, N, carries -0.251; number 3, C, carries -0.120; number 4, C, carries -0.593; number 5, S, carries 0.220; number 6, C, carries -0.129